Record 1
37
Properties=species:S:1:pos:R:3:lowdin_charge:R:1 method="wB97M-V/def2-TZVPD" relative_energy_ev=0.000 e_homo_ha=-0.2981 multiplicity=1 smiles="O=C(COC(=O)c1cc2ccccc2cc1O)c1ccccc1" homo_lumo_gap_ev=7.960
O -2.50 -2.53 -0.19 0.12
C -2.69 -1.40 -0.58 -0.31
C -1.85 -0.83 -1.73 -0.06
O -0.50 -0.70 -1.32 0.03
C -0.05 0.51 -0.99 -0.39
O -0.74 1.51 -1.08 0.08
C 1.35 0.51 -0.54 -0.04
C 2.05 -0.67 -0.42 0.06
C 3.39 -0.68 0.00 -0.16
C 4.12 -1.89 0.13 -0.03
C 5.42 -1.87 0.54 -0.09
C 6.05 -0.64 0.84 -0.08
C 5.37 0.53 0.73 -0.03
C 4.02 0.55 0.31 -0.16
C 3.30 1.75 0.19 0.05
C 1.98 1.75 -0.23 -0.25
O 1.34 2.93 -0.32 0.08
C -3.75 -0.54 0.00 -0.15
C -4.83 -1.18 0.61 -0.01
C -5.85 -0.45 1.17 -0.07
C -5.80 0.94 1.15 -0.08
C -4.72 1.58 0.57 -0.07
C -3.70 0.85 -0.01 -0.02
H -1.85 -1.58 -2.54 0.14
H -2.23 0.12 -2.10 0.12
H 1.56 -1.60 -0.66 0.13
H 3.63 -2.82 -0.11 0.11
H 5.98 -2.79 0.63 0.10
H 7.08 -0.65 1.17 0.10
H 5.85 1.47 0.96 0.11
H 3.77 2.69 0.42 0.13
H 0.42 2.76 -0.61 0.08
H -4.85 -2.26 0.63 0.12
H -6.69 -0.95 1.63 0.10
H -6.60 1.52 1.59 0.10
H -4.67 2.66 0.57 0.11
H -2.85 1.37 -0.43 0.09



Record 2
52
Properties=species:S:1:pos:R:3:lowdin_charge:R:1 method="wB97M-V/def2-TZVPD" relative_energy_ev=0.949 charge=-1 e_homo_ha="-0.1668 / -0.1668" multiplicity=1 homo_lumo_gap_ev="5.666 / 5.666"
Tl -1.04 -0.88 0.10 0.49
C -3.28 1.41 -3.43 -0.03
C -2.72 0.94 -2.12 -0.29
N -2.60 -0.29 -1.81 -0.10
N -2.97 -1.26 -2.65 -0.01
C -3.04 -2.46 -2.13 -0.88
N -3.37 -3.45 -3.00 0.07
S -2.84 -2.93 -0.48 0.57
C -2.34 1.90 -1.08 -0.22
C -2.25 3.27 -1.34 -0.01
C -2.02 4.14 -0.29 -0.05
C -1.92 3.65 0.99 -0.04
C -1.98 2.27 1.17 -0.13
N -2.16 1.43 0.17 0.07
H -3.68 0.55 -3.96 0.06
H -2.50 1.87 -4.05 0.09
H -4.07 2.15 -3.28 0.08
H -3.29 -3.25 -3.98 0.10
H -3.24 -4.40 -2.68 0.07
H -2.35 3.63 -2.35 0.11
H -1.92 5.20 -0.49 0.11
H -1.75 4.29 1.84 0.11
H -1.85 1.84 2.15 0.09
S 1.39 -6.13 -4.09 0.47
C 1.20 -4.83 -3.10 -1.53
S 1.19 -4.93 -1.37 0.88
C 1.02 -3.22 -1.02 -1.17
C 0.92 -2.40 -2.11 -1.17
S 0.58 -0.72 -2.12 0.56
S 0.98 -3.21 -3.67 0.87
S 0.85 -2.77 0.63 0.53
Cl -2.58 -1.05 2.72 0.56
C -1.71 -1.50 4.22 -0.95
Cl -0.05 -2.01 3.97 0.56
H -2.26 -2.33 4.65 0.02
H -1.71 -0.63 4.86 0.03
O 0.51 2.44 2.66 0.01
C 0.85 1.40 2.10 -0.59
O 0.04 0.46 1.77 -0.22
C 2.35 1.18 1.93 -0.10
C 3.22 1.86 2.78 -0.01
C 4.59 1.67 2.67 0.00
C 5.08 0.82 1.68 -0.16
C 4.22 0.16 0.82 0.02
C 2.86 0.33 0.96 -0.01
N 6.52 0.63 1.56 -0.36
O 6.93 -0.13 0.71 0.07
O 7.25 1.25 2.32 0.05
H 2.81 2.53 3.51 0.12
H 5.28 2.18 3.32 0.11
H 4.63 -0.49 0.05 0.12
H 2.18 -0.18 0.30 0.05



Record 3
39
Properties=species:S:1:pos:R:3:lowdin_charge:R:1 method="wB97M-V/def2-TZVPD" e_homo_ha=-0.3209 multiplicity=1 smiles=Cc1nn(-c2ccc(C#N)c(Cl)c2)c(C)c1Cc1ccc(F)cc1 homo_lumo_gap_ev=8.508
C 3.35 -0.68 -1.36 -0.02
C 2.08 -0.12 -0.77 -0.36
N 1.43 0.73 -1.44 0.18
N 0.55 1.27 -0.45 -0.05
C -0.28 2.35 -0.64 -0.20
C 0.29 3.61 -1.01 0.01
C -0.46 4.70 -1.43 -0.03
C -1.82 4.57 -1.39 -0.21
C -2.83 5.51 -1.84 -0.22
N -3.64 6.29 -2.07 0.16
C -2.42 3.34 -0.81 -0.48
Cl -4.20 3.02 -0.73 0.64
C -1.65 2.25 -0.47 -0.06
C 0.50 0.48 0.70 -0.17
C -0.39 0.61 1.96 0.00
C 1.49 -0.45 0.49 -0.13
C 1.71 -1.79 1.22 -0.08
C 0.53 -2.70 0.91 -0.26
C -0.23 -3.04 1.94 -0.05
C -1.22 -4.05 1.76 0.02
C -1.40 -4.66 0.53 -0.26
F -2.50 -5.45 0.51 0.05
C -0.65 -4.24 -0.58 0.02
C 0.39 -3.33 -0.37 0.01
H 3.58 -0.04 -2.21 0.08
H 3.26 -1.70 -1.65 0.05
H 4.23 -0.54 -0.70 0.09
H 1.38 3.65 -1.00 0.12
H 0.01 5.59 -1.86 0.13
H -2.13 1.37 -0.17 0.09
H -0.09 -0.13 2.80 0.10
H -1.43 0.35 1.73 0.08
H -0.26 1.62 2.40 0.09
H 2.64 -2.29 0.81 0.13
H 1.87 -1.52 2.32 0.13
H -0.01 -2.61 2.89 0.10
H -1.83 -4.37 2.55 0.10
H -0.86 -4.73 -1.50 0.10
H 1.00 -2.85 -1.06 0.08



Record 4
44
Properties=species:S:1:pos:R:3:lowdin_charge:R:1 method="wB97M-V/def2-TZVPD" relative_energy_ev=0.591 charge=-1 e_homo_ha=-0.1336 multiplicity=1 homo_lumo_gap_ev=6.260
C 0.39 -1.85 -2.37 -0.01
N 0.87 -0.50 -2.32 -0.04
C 0.04 0.60 -2.34 -0.34
C -1.34 0.60 -2.23 0.03
N 0.87 1.70 -2.34 -0.04
C 0.38 3.05 -2.42 -0.02
C 2.20 1.30 -2.28 -0.15
C 2.20 -0.10 -2.26 -0.15
C 3.38 -0.83 -2.34 -0.02
C 4.57 -0.11 -2.44 -0.11
C 4.57 1.30 -2.47 -0.11
C 3.38 2.03 -2.39 -0.03
H 1.25 -2.52 -2.39 0.08
H -0.23 -2.08 -1.49 0.10
H -0.23 -2.01 -3.27 0.10
H -1.85 1.55 -2.25 0.03
H -1.85 -0.36 -2.19 0.04
H 1.25 3.72 -2.45 0.08
H -0.23 3.19 -3.32 0.09
H -0.24 3.30 -1.55 0.10
H 3.33 -1.92 -2.32 0.10
H 5.52 -0.64 -2.52 0.09
H 5.52 1.82 -2.57 0.09
H 3.34 3.12 -2.41 0.10
O 1.71 -2.58 3.08 0.05
C 0.59 -2.38 3.26 -0.19
Co -1.12 -2.04 3.50 0.02
C -2.04 -3.10 2.43 -0.18
O -2.64 -3.82 1.74 0.06
C -1.63 -2.46 5.13 -0.19
O -1.98 -2.73 6.21 0.06
C -1.33 -0.08 3.51 -0.30
C -1.22 0.24 2.14 -0.41
C -0.35 0.15 1.12 -0.03
Co -2.91 0.25 2.73 0.05
C -3.98 -0.46 1.45 -0.11
O -4.76 -0.88 0.72 0.10
C -3.04 2.00 2.50 -0.12
O -3.08 3.15 2.38 0.11
C -3.88 -0.03 4.16 -0.15
O -4.52 -0.21 5.10 0.11
H -0.92 0.46 4.36 0.07
H -0.71 0.19 0.09 0.01
H 0.71 0.00 1.32 0.05



Record 5
49
Properties=species:S:1:pos:R:3:lowdin_charge:R:1 method="wB97M-V/def2-TZVPD" relative_energy_ev=0.000 e_homo_ha="-0.2096 / -0.2597" s2=6.03 multiplicity=5 homo_lumo_gap_ev="4.361 / 5.336"
Ir 0.33 -1.03 1.03 0.78
C -4.14 -1.03 0.58 -0.02
C -2.86 -0.77 1.09 -0.04
N -1.73 -1.27 0.48 -0.02
C -1.90 -1.89 -0.72 -0.14
C -3.20 -2.16 -1.26 -0.14
C -4.31 -1.67 -0.60 -0.01
C -3.31 -2.65 -2.58 -0.03
C -2.23 -2.90 -3.36 -0.02
C -0.94 -2.68 -2.81 -0.13
C 0.23 -2.83 -3.64 0.03
C 1.42 -2.27 -3.17 -0.04
C 1.45 -1.65 -1.92 -0.09
N 0.39 -1.64 -1.03 -0.10
C -0.77 -2.17 -1.49 -0.17
H -5.02 -0.62 1.08 0.13
H -2.79 -0.24 2.03 0.09
H -5.29 -1.80 -1.08 0.14
H -4.33 -2.84 -2.95 0.13
H -2.37 -3.21 -4.42 0.14
H 0.12 -3.27 -4.63 0.12
H 2.28 -2.25 -3.81 0.11
H 2.36 -1.13 -1.58 0.12
Se 0.23 -0.95 3.35 -0.09
Te -0.49 -3.39 4.08 0.13
Te 2.21 -2.86 3.70 0.18
Se 1.52 -3.28 1.28 -0.08
C -1.77 3.97 1.77 -0.13
S -1.25 2.22 2.14 0.35
O -2.34 1.70 2.95 -0.37
O 0.05 2.28 2.72 -0.37
O -1.15 1.68 0.78 -0.44
H -2.73 4.18 2.28 0.05
H -1.85 4.03 0.69 0.03
H -1.01 4.73 2.08 0.06
F 5.29 4.14 1.02 0.10
C 4.78 3.29 0.05 -0.43
F 5.85 2.40 -0.21 0.07
F 4.64 4.03 -1.10 0.11
C 3.50 2.54 0.49 -0.05
C 3.66 1.46 1.41 0.04
C 2.67 0.52 1.58 -0.16
N 1.54 0.65 0.90 -0.13
C 1.33 1.67 0.01 -0.11
C 2.24 2.67 -0.15 0.03
H 4.56 1.34 2.04 0.14
H 2.70 -0.27 2.30 0.01
H 0.40 1.70 -0.54 0.11
H 2.01 3.50 -0.85 0.14



Record 6
41
Properties=species:S:1:pos:R:3:lowdin_charge:R:1 method="wB97M-V/def2-TZVPD" relative_energy_ev=0.509 charge=+1 e_homo_ha=-0.4693 multiplicity=1 smiles="N#[N+][C@@]1(C(c2cc(F)cc(F)c2)c2cc(F)cc(F)c2)CCCCC1=O" homo_lumo_gap_ev=7.712
N 2.25 -0.04 1.88 0.45
N 1.14 -0.01 1.72 0.12
C -0.19 -0.02 1.25 -0.19
C 0.11 -0.02 -0.55 -0.05
C 0.73 1.24 -1.10 -0.18
C 2.12 1.43 -1.24 0.03
C 2.62 2.74 -1.42 -0.19
F 4.00 2.91 -1.47 0.05
C 1.81 3.86 -1.52 0.09
C 0.44 3.62 -1.51 -0.20
F -0.41 4.72 -1.56 0.06
C -0.10 2.33 -1.42 0.05
C 0.57 -1.30 -1.20 -0.16
C -0.39 -2.34 -1.27 0.04
C 0.03 -3.67 -1.41 -0.21
F -0.92 -4.68 -1.34 0.05
C 1.35 -4.03 -1.64 0.09
C 2.24 -2.97 -1.80 -0.20
F 3.58 -3.28 -2.03 0.05
C 1.86 -1.62 -1.73 0.06
C -0.94 -1.13 2.06 -0.11
C -2.43 -1.08 1.86 -0.19
C -3.02 0.23 2.40 -0.16
C -2.26 1.48 1.90 -0.09
C -0.79 1.33 1.68 -0.30
O -0.05 2.33 1.86 0.11
H -0.97 0.04 -0.68 0.13
H 2.83 0.64 -1.03 0.10
H 2.23 4.86 -1.64 0.15
H -1.18 2.23 -1.44 0.13
H -1.43 -2.14 -1.06 0.12
H 1.66 -5.06 -1.75 0.15
H 2.62 -0.88 -1.94 0.10
H -0.79 -1.16 3.16 0.15
H -0.50 -2.06 1.69 0.12
H -2.91 -1.93 2.36 0.14
H -2.66 -1.18 0.79 0.11
H -2.96 0.22 3.50 0.13
H -4.10 0.30 2.16 0.13
H -2.51 2.34 2.56 0.15
H -2.67 1.77 0.91 0.14



Record 7
44
Properties=species:S:1:pos:R:3:lowdin_charge:R:1 method="wB97M-V/def2-TZVPD" charge=+1 e_homo_ha=-0.4045 multiplicity=1 homo_lumo_gap_ev=6.586
Pt -0.16 0.39 0.36 0.84
S 1.91 -0.63 1.01 0.66
C 1.37 -1.85 2.16 -0.65
C 2.31 -2.48 2.97 -0.09
C 1.91 -3.45 3.87 -0.05
C 0.58 -3.80 4.01 -0.06
C -0.37 -3.17 3.23 -0.08
C 0.04 -2.22 2.30 -0.53
S -1.24 -1.43 1.35 0.96
C -1.31 -2.45 -0.16 -0.30
C -0.30 -2.09 -1.21 -0.30
C 0.16 -3.00 -2.13 0.02
C 1.00 -2.57 -3.14 0.01
C 1.32 -1.23 -3.23 0.02
C 0.83 -0.35 -2.29 -0.31
C 1.07 1.13 -2.39 -0.28
S 1.00 2.03 -0.79 0.96
C -0.27 3.23 -1.11 -0.53
C 0.14 4.51 -1.45 -0.08
C -0.81 5.46 -1.77 -0.06
C -2.16 5.12 -1.72 -0.05
C -2.56 3.84 -1.35 -0.09
C -1.61 2.86 -1.04 -0.65
S -2.16 1.25 -0.61 0.66
N 0.06 -0.80 -1.29 -0.13
H 3.35 -2.19 2.89 0.11
H 2.66 -3.92 4.50 0.12
H 0.27 -4.54 4.74 0.11
H -1.42 -3.40 3.34 0.12
H -2.31 -2.31 -0.56 0.11
H -1.22 -3.50 0.15 0.11
H -0.13 -4.04 -2.05 0.13
H 1.39 -3.27 -3.87 0.13
H 1.96 -0.85 -4.03 0.13
H 0.31 1.58 -3.02 0.12
H 2.05 1.33 -2.84 0.10
H 1.19 4.76 -1.46 0.12
H -0.51 6.46 -2.03 0.12
H -2.91 5.86 -1.94 0.12
H -3.61 3.59 -1.29 0.11
O -0.59 2.43 3.79 0.14
N -0.43 1.51 3.04 -0.50
O -0.50 1.83 1.73 -0.30
O -0.28 0.34 3.33 0.00



Record 8
51
Properties=species:S:1:pos:R:3:lowdin_charge:R:1 method="wB97M-V/def2-TZVPD" relative_energy_ev=0.000 charge=+1 e_homo_ha=-0.4589 multiplicity=1 homo_lumo_gap_ev=7.372
Rh 0.29 -0.16 0.07 1.24
C 0.06 -5.06 3.08 -0.05
C 0.87 -3.94 3.05 -0.05
C 0.65 -2.95 2.10 -0.01
C -0.39 -3.09 1.20 -0.22
C -1.20 -4.23 1.21 -0.01
C -0.97 -5.20 2.16 -0.05
N -0.61 -2.04 0.24 -0.02
N -1.49 -2.30 -0.60 0.13
C -1.78 -1.26 -1.52 -0.28
C -2.69 -1.49 -2.52 0.04
C -2.96 -0.45 -3.40 -0.01
C -2.32 0.76 -3.24 -0.01
C -1.41 0.92 -2.20 -0.06
N -1.16 -0.08 -1.35 -0.01
H 0.23 -5.83 3.82 0.12
H 1.69 -3.83 3.75 0.12
H 1.30 -2.09 2.04 0.09
H -2.00 -4.33 0.50 0.11
H -1.60 -6.09 2.18 0.12
H -3.16 -2.46 -2.60 0.13
H -3.67 -0.59 -4.21 0.13
H -2.50 1.59 -3.91 0.12
H -0.87 1.84 -2.02 0.12
N -0.62 0.65 1.69 -0.02
C 0.34 0.82 2.80 -0.08
C 1.76 0.58 2.32 -0.60
O 2.72 1.10 2.81 0.14
O 1.82 -0.30 1.33 -0.20
H -0.86 1.58 1.32 0.11
H -1.47 0.18 1.99 0.12
H 0.12 0.08 3.58 0.14
H 0.25 1.82 3.22 0.13
O 6.99 2.47 -0.50 0.11
N 6.16 3.26 -0.11 -0.35
O 6.38 4.36 0.34 0.11
C 4.75 2.84 -0.18 -0.10
C 4.46 1.58 -0.66 0.12
C 3.13 1.20 -0.73 -0.05
C 2.07 2.03 -0.28 -0.25
O 0.81 1.69 -0.34 -0.17
C 2.46 3.28 0.21 -0.04
C 3.77 3.71 0.24 0.12
N 1.44 4.18 0.78 -0.32
O 0.56 3.69 1.45 0.08
O 1.61 5.37 0.61 0.13
N 2.87 -0.13 -1.26 -0.26
O 3.78 -0.79 -1.64 0.19
O 1.69 -0.54 -1.43 -0.06
H 5.25 0.92 -0.97 0.15
H 4.02 4.69 0.63 0.15



| no. | calculated total energy (a.u.) | strongest force on any atom (eV/A) | M (g/mol) |
| --- | --- | --- | --- |
| 1 | -1033.4231 | 0.6 | 306.32 |
| 2 | -4789.8067 | 1.2 | 845.05 |
| 3 | -1457.2684 | 5.1 | 339.80 |
| 4 | -4059.4483 | 4.1 | 485.20 |
| 5 | -7263.9896 | 3.4 | 1027.75 |
| 6 | -1316.8738 | 4.9 | 363.33 |
| 7 | -2780.0453 | 0.9 | 642.69 |
| 8 | -1903.5737 | 0.7 | 588.28 |